Density functional theory data (the ωB97M-V functional and the def2-TZVPD basis) for a structure of composition C21H43GaN2P3S.

Properties
energy above the lowest of the compared OMol25 structures with the same formula, charge and spin: 66.7 kJ/mol
HOMO-LUMO gap: 4.5 eV
LUMO level: -10.884 eV
largest force on an atom: 3.0 eV Å⁻¹
E_tot: -116507.307 eV
HOMO energy: -15.3857 eV
net charge: +3

The geometry in XYZ format:
```
71
Properties=species:S:1:pos:R:3:forces:R:3:lowdin_charge:R:1
Ga 0.71682 -0.64184 0.13867 -2.7 0.7 1.2 0.4700
S 3.05575 -1.08359 -3.19178 -1.0 -0.8 0.9 0.7776
P 0.21294 -2.35380 -1.34374 0.4 -0.6 -1.7 0.7462
P 1.19018 -1.72940 2.17672 0.9 -0.8 1.2 0.7186
P 0.48107 1.60627 1.06578 0.4 1.3 -0.1 0.7726
N -1.82157 -0.28478 -0.02589 0.4 -0.4 0.6 -0.0069
N -4.00919 -0.18982 0.17274 0.2 0.1 -0.2 0.1389
C 0.64914 -1.06469 3.78491 -0.3 0.3 0.0 -0.2119
C 0.77548 -3.49670 2.29806 -0.2 -0.1 -0.2 -0.2104
C -0.82232 1.91955 2.31925 -0.3 -0.7 -0.1 -0.1829
C -2.87161 -0.69225 0.69216 -0.2 0.3 -0.4 -0.3992
C 4.16109 -0.80249 -4.54199 1.1 0.6 -1.4 -0.5905
C 3.01041 -1.66169 2.28487 0.0 0.0 -0.2 -0.2108
C -3.68616 0.57593 -0.92807 -0.5 0.2 -0.2 -0.0303
C 1.00936 2.48331 -3.75861 0.1 0.1 -0.2 -0.0794
C 2.02059 2.11697 1.90646 0.2 -0.4 -0.2 -0.2204
C -1.15150 -3.50424 -1.01712 -0.4 0.3 0.8 -0.1841
C 0.19402 2.86202 -0.21085 -0.1 0.0 -0.3 -0.2193
C 2.28551 2.56384 -3.36480 -0.3 -0.4 0.3 -0.0778
C 5.99938 -0.49976 -6.68347 -0.1 0.0 0.4 -0.0395
C 5.38193 -1.52236 -4.57341 -0.3 0.3 0.6 -0.1067
C 1.68848 -3.42184 -1.41601 0.2 0.1 0.2 -0.2594
C 6.30405 -1.34463 -5.60585 -0.3 0.1 -0.2 -0.0529
C 3.81823 -0.05753 -5.69661 0.2 0.0 0.5 -0.1048
C -0.19616 -1.60179 -2.95579 -0.1 0.3 0.0 -0.2488
C -2.33930 0.51270 -1.04396 0.4 0.1 -0.1 -0.1529
C 4.74775 0.12459 -6.73031 -0.1 -0.2 0.2 -0.0541
C -2.96460 -1.55561 1.88978 0.2 -0.2 0.2 0.0169
H 1.61601 -4.21705 -0.66298 -0.2 0.1 -0.2 0.0553
H 4.50287 0.76350 -7.58245 -0.1 -0.3 0.3 0.1208
H 0.53199 3.83797 0.16585 -0.1 -0.3 0.0 0.0860
H 5.58961 -2.23393 -3.77341 0.1 0.4 -0.1 0.1017
H -0.66850 2.91411 2.76754 0.3 -0.3 -0.3 0.0929
H -0.29760 -3.66144 2.12978 0.3 0.0 0.1 0.0477
H -0.99596 -4.04683 -0.07704 0.0 0.0 -0.3 0.0518
H 0.71586 1.83951 -4.59572 0.1 0.3 0.2 0.0567
H -0.80402 1.15881 3.11238 0.0 0.3 -0.2 0.0380
H 0.23171 -0.59036 -3.03041 0.0 -0.4 -0.1 0.0123
H -1.28984 -1.51930 -3.05628 0.3 -0.2 0.1 0.0681
H 2.67308 -0.03641 -2.30287 1.1 -0.1 -1.5 -0.1204
H 1.33998 -4.09135 1.56838 -0.1 0.2 0.2 0.0552
H -1.69836 0.98835 -1.78652 -0.3 -0.2 0.3 0.1112
H -0.44450 -0.97947 3.83203 0.3 -0.1 0.1 0.0488
H 0.73175 2.62579 -1.13851 -0.1 0.1 0.3 0.0117
H 1.09142 -0.08020 3.98765 -0.1 -0.3 -0.1 0.0527
H 1.96023 3.18748 2.15167 0.0 -0.3 -0.1 0.0834
H -3.47190 -1.00514 2.69760 0.2 -0.3 -0.2 0.1116
H 7.26789 -1.85977 -5.56901 -0.4 0.1 0.0 0.1224
H 2.17997 1.54591 2.83200 -0.1 0.2 -0.2 0.0448
H -3.55375 -2.45293 1.64384 0.2 0.2 0.3 0.1109
H 6.73104 -0.34076 -7.48246 -0.3 -0.1 0.3 0.1254
H 0.21502 -2.22607 -3.76369 -0.1 0.2 0.3 0.0743
H -0.87858 2.92774 -0.43365 0.2 -0.1 0.1 0.0608
H 3.35230 -0.62153 2.36345 -0.1 -0.3 0.1 0.0543
H 0.97875 -1.76977 4.56377 0.0 0.2 -0.3 0.0863
H 0.20682 3.12003 -3.34306 0.6 -0.4 -0.1 0.0588
H 1.75523 -3.86492 -2.41681 0.1 0.1 0.2 0.0786
H -1.19176 -4.22575 -1.84608 0.2 0.2 0.1 0.0974
H 3.10551 1.99135 -3.82589 -0.6 0.3 0.1 0.0434
H 2.87338 1.94491 1.23595 -0.1 0.2 0.2 0.0692
H 2.56822 3.16281 -2.49901 0.0 0.2 -0.3 0.0527
H -4.93764 -0.38281 0.55028 0.3 0.2 -0.3 0.1936
H -1.96803 -1.85486 2.22446 -0.2 0.0 0.0 0.0480
H 3.33565 -2.22932 3.16778 0.0 0.2 -0.2 0.0874
H 2.59965 -2.84232 -1.21422 -0.2 -0.2 -0.3 0.0054
H 3.45837 -2.10114 1.38499 0.0 0.0 0.2 0.0622
H -1.81466 1.91629 1.85036 0.3 -0.1 0.0 0.0598
H -2.11061 -2.97672 -0.97212 0.2 -0.1 0.0 0.0571
H 2.82076 0.36839 -5.77500 0.2 0.1 0.0 0.0969
H -4.43088 1.09026 -1.52839 0.2 -0.2 0.2 0.1433
H 1.03091 -3.83177 3.31523 0.0 0.1 -0.3 0.0842
```
Positions in Å, forces in eV/Å.

***

Density functional theory data (the ωB97M-V functional and the def2-TZVPD basis) for a structure of composition C21H43GaNO13S4.

Properties
energy above the lowest of the compared OMol25 structures with the same formula, charge and spin: 0.0 kJ/mol
HOMO-LUMO gap: 6.1 eV
LUMO level: 1.403 eV
largest force on an atom: 2.3 eV Å⁻¹
E_tot: -146298.774 eV
HOMO energy: -4.7288 eV
net charge: -1

The geometry in XYZ format:
```
83
Properties=species:S:1:pos:R:3:forces:R:3:lowdin_charge:R:1
Ga -1.20730 3.41250 -2.62232 1.4 -0.3 -0.1 0.3296
S 1.98032 -1.31457 5.55779 0.2 -0.6 0.2 0.5705
S -0.93879 -1.41130 -0.71496 -0.5 -0.1 0.0 0.5621
S 3.31882 -6.76949 4.57742 0.4 -0.5 0.3 0.5733
S -7.09032 4.58610 -4.67828 0.5 -0.5 0.6 0.5842
O -7.08040 3.12561 -5.34349 0.0 0.1 0.2 -0.2626
O 3.11554 -2.38574 5.22853 -0.3 0.0 0.2 -0.2663
O -6.34570 5.47546 -5.51675 -0.4 0.2 -0.1 -0.2775
O 1.08050 -1.23953 4.44884 0.0 0.3 -0.1 -0.2707
O -8.43572 4.89775 -4.28298 -0.1 0.2 -0.4 -0.2956
O 4.03596 -5.88254 3.71311 -0.3 0.1 0.0 -0.2719
O 2.59010 -0.14119 6.10336 -0.1 0.1 -0.2 -0.2732
O 2.00653 -6.45560 5.05460 0.0 0.2 -0.3 -0.2726
O 0.38440 -1.85948 -0.39064 0.0 0.1 0.1 -0.2837
O -3.21406 4.89801 -0.18980 -0.2 0.7 -1.3 0.0293
O 3.30208 -8.22679 3.92331 0.1 0.1 0.3 -0.2643
O -1.19775 -0.06503 -1.09842 0.3 -0.1 0.1 -0.2830
O -1.92765 -1.81279 0.47779 0.1 -0.3 -0.3 -0.2693
N -3.11492 3.87793 -2.35415 -0.2 1.6 0.6 0.0053
C 5.57568 4.27086 -1.96095 -1.1 0.3 -0.2 -0.0721
C 4.08311 4.53748 -2.28340 1.2 -0.7 0.2 -0.3027
C 2.18419 6.01089 -2.50962 0.8 -0.3 0.1 -0.0554
C 3.29321 3.43602 -2.62446 -0.9 0.8 -0.2 -0.0580
C -8.00351 2.86268 -6.40442 -0.3 0.0 -0.6 -0.2715
C -3.16799 4.53170 -1.33079 0.0 -2.1 0.9 -0.5453
C 2.73194 -7.92516 1.56140 0.1 0.3 0.0 -0.0721
C -1.90291 0.05364 2.05713 0.1 0.2 -0.2 -0.0665
C 3.84374 -2.24447 3.99469 0.6 0.2 -0.6 -0.2497
C 2.32414 -8.49872 2.90458 -0.4 -0.1 -0.7 -0.2571
C 1.36939 4.91343 -2.84954 -1.0 0.3 -0.2 -0.3107
C -7.52798 3.44072 -7.72424 0.1 0.3 0.0 -0.0792
C 4.34646 -7.16298 5.95536 0.1 -0.1 0.0 -0.1213
C 3.55230 5.83073 -2.23329 -0.6 -0.5 -0.2 -0.0720
C 1.20973 -2.21301 6.86567 0.0 -0.1 0.0 -0.1227
C 4.91333 -1.17362 4.09436 -0.1 0.3 0.2 -0.0725
C -6.13361 4.19040 -3.25520 -0.1 -0.2 -0.2 -0.1320
C -1.62370 -2.48900 -1.93357 -0.1 -0.2 0.0 -0.1280
C 1.93144 3.63183 -2.92420 1.1 -0.1 0.2 -0.0779
C -0.12656 5.10898 -3.13698 0.1 -0.5 0.2 -0.2540
C -1.57484 -1.40667 1.81148 0.1 0.5 0.7 -0.2616
H 6.20254 4.75096 -2.73118 0.0 -0.2 0.5 0.0688
H 4.21218 6.67103 -1.98914 -0.3 -0.2 0.0 0.1010
H 1.36391 2.73912 -3.20924 -0.1 0.6 0.2 0.0667
H -6.50286 3.13244 -7.93222 0.0 -0.1 0.0 0.0846
H -1.26351 0.70649 1.46220 0.0 0.0 0.0 0.0775
H -6.68050 3.46472 -2.65803 0.0 0.0 0.0 0.0771
H 2.71643 -6.83524 1.57834 0.0 0.0 0.0 0.0742
H 1.95035 -2.41703 7.63526 0.0 0.0 0.0 0.0712
H -0.52150 -1.61321 2.01073 0.0 0.0 -0.2 0.1029
H 3.70496 2.42152 -2.67083 0.0 0.5 0.1 0.1023
H 1.34247 -8.13135 3.21016 0.1 0.1 0.2 0.1153
H 5.78441 4.66999 -0.95603 0.3 -0.2 -0.4 0.0688
H 4.31228 -3.20867 3.80173 -0.2 -0.1 0.2 0.1041
H 3.74666 -8.23103 1.30381 -0.1 -0.1 0.0 0.0842
H -0.26573 5.27256 -4.22017 -0.1 0.2 0.4 0.0430
H 3.16264 -2.04592 3.16505 -0.2 0.0 0.2 0.1208
H 3.83160 -7.88705 6.58178 0.0 0.0 0.0 0.0733
H 5.54181 -1.17986 3.20306 0.0 -0.1 0.0 0.0814
H 5.74073 3.18201 -1.97913 0.1 0.5 0.1 0.0612
H 2.04907 -8.26196 0.78055 0.0 -0.1 0.1 0.0815
H -2.15965 -2.02947 2.48912 -0.1 -0.2 -0.3 0.1168
H -5.17270 3.78935 -3.56999 0.0 0.1 0.1 0.0476
H -7.54041 4.53059 -7.70210 0.0 0.0 0.0 0.0697
H 1.77541 7.02732 -2.47021 -0.1 -0.5 0.0 0.1031
H -0.67210 2.81915 -1.22107 -0.2 0.3 0.0 -0.0535
H 0.80090 -3.13681 6.46299 0.0 0.0 0.0 0.0724
H -2.93474 0.26988 1.77681 0.0 0.0 0.1 0.0844
H 5.53888 -1.33410 4.97399 0.0 -0.1 -0.1 0.0813
H 0.41269 -1.59078 7.26791 0.0 0.1 -0.1 0.0746
H 4.52199 -6.24227 6.50849 -0.1 0.0 -0.1 0.0764
H -0.94887 2.27564 -3.72199 -0.4 0.0 -0.2 -0.0943
H -5.98418 5.10717 -2.68897 0.0 0.0 -0.1 0.0789
H -1.75824 0.30363 3.10919 0.0 -0.1 0.0 0.0770
H -1.09291 -2.30944 -2.86627 0.0 0.1 0.1 0.0748
H 4.46980 -0.18218 4.18952 0.0 0.0 0.0 0.0729
H 2.25389 -9.58365 2.83109 0.2 0.0 0.3 0.1199
H 5.28776 -7.56475 5.58797 0.0 0.0 0.0 0.0742
H -0.54181 5.95014 -2.55266 0.3 -0.1 -0.4 0.0401
H -8.17295 3.10954 -8.54041 0.0 -0.1 0.1 0.0749
H -2.67922 -2.25685 -2.05266 0.0 0.0 0.0 0.0722
H -1.48446 -3.51855 -1.61211 0.0 0.0 0.0 0.0666
H -8.99869 3.23233 -6.14619 0.1 0.1 0.1 0.1111
H -8.07370 1.77788 -6.48750 0.1 0.0 0.2 0.1177
```
Positions in Å, forces in eV/Å.